16
Properties=species:S:1:pos:R:3:mulliken_charge:R:1 method="wB97M-V/def2-TZVPD" energy_ha=-342.72337 e_homo_ev=-8.531 lumo_ev=0.08 homo_lumo_gap_ev=8.61 multiplicity=1
C 2.05742 -0.14518 -0.83748 -1.23
C 0.67127 0.01403 -0.08677 0.82
C 0.26995 -1.12604 1.09039 -0.48
C -1.75195 -0.24204 -0.19915 0.44
C -1.44775 1.25451 0.25672 -0.46
C 0.01450 1.26415 0.03476 -0.52
H 2.70088 -1.26029 -0.88698 0.25
H 2.07612 0.15598 -1.79526 0.36
H 2.80404 0.47414 -0.23307 0.32
H 1.10367 -1.97568 1.17688 0.29
H 0.14022 -0.51070 2.22970 0.23
H -3.77750 -0.29780 -0.53949 0.26
H -2.10327 2.06058 0.80071 0.28
H 0.55245 2.17761 -0.07753 0.42
N -0.45747 -1.00550 -0.18999 -0.34
N -2.85258 -0.83778 -0.74345 -0.63



17
Properties=species:S:1:pos:R:3:mulliken_charge:R:1 method="wB97M-V/def2-TZVPD" energy_ha=-418.09990 e_homo_ev=-8.823 lumo_ev=0.67 homo_lumo_gap_ev=9.49 smiles="CC(=O)c1nccn1C" multiplicity=1
C 2.40178 -0.95815 0.54252 -1.31
C 1.47458 0.03703 -0.08835 0.59
C 0.02626 -0.27129 -0.14799 0.28
C -1.78498 -1.40860 -0.15577 -0.44
C -2.14621 -0.08420 0.07454 0.03
C -0.77563 2.04281 0.24007 -0.73
H 3.46688 -0.57484 0.33487 0.27
H 2.20513 -1.76715 0.06202 0.46
H 2.18296 -1.01544 1.54570 0.37
H -2.52429 -2.24267 -0.07756 0.34
H -3.08274 0.60344 0.29187 0.23
H -1.91192 2.30397 0.40863 0.17
H -0.25594 2.35407 -0.47956 0.46
H -0.16227 2.46331 1.18475 0.23
N -0.49881 -1.55661 -0.21436 -0.58
N -0.98320 0.64093 0.08684 0.17
O 1.91019 1.01744 -0.64603 -0.55



17
Properties=species:S:1:pos:R:3:mulliken_charge:R:1 method="wB97M-V/def2-TZVPD" energy_ha=-418.07611 e_homo_ev=-9.209 lumo_ev=0.56 homo_lumo_gap_ev=9.77 smiles="CC(=O)c1nccn1C" multiplicity=1
C 2.17022 0.16634 0.71926 -0.79
C 1.50917 -0.87768 -0.20915 0.33
C 0.00266 -0.93333 -0.14856 0.51
C -1.97951 -1.55216 0.18033 -0.47
C -2.09944 -0.26904 -0.11489 -0.11
C -0.42997 1.51646 -0.50874 -1.01
H 3.12867 -0.52861 1.06152 0.31
H 1.51629 0.49178 1.76273 0.22
H 2.28153 1.16587 0.06710 0.23
H -2.83482 -2.29479 0.25291 0.33
H -2.90954 0.59364 -0.13850 0.29
H -0.09112 2.20977 0.51061 0.22
H -1.16862 2.06297 -0.90460 0.47
H 0.22300 1.63176 -1.43156 0.34
N -0.75594 -1.99391 0.03495 -0.62
N -0.73398 0.17043 -0.22244 0.20
O 2.17140 -1.55950 -0.91097 -0.47